1.
22
Properties=species:S:1:pos:R:3:forces:R:3:lowdin_charge:R:1 method="wB97M-V/def2-TZVPD" homo_lumo_gap_ev="8.073 / 5.273" homo_ev="-9.20 / -7.84" total_charge=0 molar_mass_g_mol=180.21
C -1.9777 -2.7019 -0.7743 -2.359 -0.914 -0.198 -0.213
C -1.7091 -0.4909 -1.6867 -2.606 3.272 -2.621 -0.178
C 2.3339 1.6311 -0.5332 -3.172 -1.948 1.876 -0.078
C 1.6482 2.5407 0.2139 -0.567 1.411 1.241 -0.070
C 1.7932 0.3308 -0.5735 -0.326 -2.875 -2.043 -0.034
C 0.4277 2.2051 0.8439 0.327 3.025 -1.133 -0.038
C 0.5353 -0.0322 -0.1092 -0.090 1.369 0.356 -0.111
C -0.2541 1.0491 0.5852 2.438 -3.255 -1.016 -0.275
C -0.1324 -1.3994 -0.1705 1.070 1.109 1.471 -0.225
C 0.3063 -2.4359 0.6093 -0.661 -0.502 -0.001 0.149
C -1.4603 0.7651 1.1283 -0.070 -2.662 -0.369 0.116
C -1.4161 -1.4609 -0.7807 3.416 -0.337 0.489 -0.233
N -2.6579 -3.6214 -0.6985 -0.126 -1.055 0.000 0.216
N -2.1192 0.3732 -2.3663 1.030 -1.584 1.026 0.222
H 3.2891 1.6693 -0.8237 3.370 1.021 -1.427 0.063
H 2.0401 3.5579 0.3970 -0.150 -0.699 -0.186 0.115
H 2.3539 -0.4816 -1.2039 -0.884 1.558 1.427 0.150
H -0.1557 3.0151 1.3261 0.660 -0.550 -0.013 0.127
H -0.3749 -3.2781 0.8723 0.740 0.587 -0.571 0.091
H 1.2973 -2.4741 1.0322 0.037 0.304 0.135 0.080
H -1.7832 -0.2820 1.1567 -0.329 0.881 0.186 0.082
H -1.9843 1.5211 1.5558 -1.750 1.845 1.372 0.045

2.
56
Properties=species:S:1:pos:R:3:forces:R:3:lowdin_charge:R:1 method="wB97M-V/def2-TZVPD" homo_lumo_gap_ev="5.449 / 6.953" homo_ev="-14.21 / -14.19" spin_multiplicity=8 s2=16.05 total_charge=+2 molar_mass_g_mol=701.02
C -0.1725 -4.2833 -4.2876 0.160 -0.002 0.128 -0.373
I 0.7370 -2.5119 -3.3444 0.165 -0.938 -0.607 0.918
H -1.2403 -4.2761 -4.1170 -0.041 0.187 0.109 0.017
H 0.3113 -5.1323 -3.8113 0.005 0.178 0.030 0.019
H 0.0721 -4.2216 -5.3424 0.072 0.181 0.062 0.020
Gd -0.9281 -0.6326 -1.6144 -1.238 0.059 1.240 0.674
P -0.1860 1.3078 -3.4845 -0.520 0.702 -1.390 0.667
C 1.3316 1.7422 -4.3930 0.300 -0.252 0.318 -0.226
C -1.2727 0.7665 -4.8468 -0.275 0.056 -0.155 -0.261
H -1.7275 2.8536 -2.4260 0.163 0.095 -0.165 0.047
H -0.9466 3.5400 -3.8920 0.028 -0.090 0.277 0.075
H -0.0369 3.4327 -2.3503 -0.199 -0.104 -0.170 0.064
C -0.7872 2.9404 -2.9843 -0.254 0.143 0.265 -0.227
H -2.3003 0.5837 -4.4883 0.411 0.138 -0.203 0.025
H -1.2646 1.5998 -5.5697 -0.187 -0.434 0.072 0.070
H 1.0497 2.4056 -5.2249 0.083 -0.223 0.279 0.078
H 1.8050 0.8340 -4.7842 -0.001 0.250 0.000 0.061
H -0.8842 -0.1488 -5.3288 -0.109 0.455 0.207 0.048
H 2.0325 2.2632 -3.7259 -0.132 -0.148 -0.279 0.063
C 1.3478 0.2434 -1.6237 5.848 -0.125 0.034 -0.366
O 2.5013 0.3501 -1.7329 -4.203 0.026 0.371 0.116
Cl -3.2921 0.0485 -1.8323 0.196 0.031 -0.078 -0.065
C -0.5995 3.7046 4.0163 0.146 -0.348 -0.322 -0.041
C 0.1023 3.8674 2.8132 0.064 0.010 0.025 -0.060
C 0.2518 2.8077 1.9159 -0.264 -0.322 0.212 -0.102
C -0.2603 1.5323 2.2331 -0.030 0.925 -0.189 -0.378
C -0.9396 1.3643 3.4511 -0.017 -0.023 -0.178 -0.069
C -1.1329 2.4482 4.3162 0.207 -0.131 -0.145 -0.044
P 0.0526 0.1364 1.0871 -0.398 -0.538 2.197 1.043
C 1.6492 -0.5412 1.6773 0.480 -0.075 -0.380 -0.361
C 2.1428 -1.7179 1.0797 0.503 0.369 -0.037 -0.139
C 3.4748 -2.1019 1.2689 -0.292 0.034 0.052 -0.057
C 4.3312 -1.3195 2.0528 -0.180 -0.016 0.011 -0.045
C 3.8225 -0.2020 2.7201 -0.256 -0.042 0.104 -0.042
C 2.4803 0.1750 2.5627 -0.005 -0.179 -0.417 -0.049
C -1.2132 -1.0839 1.6602 -0.394 0.107 -0.325 -0.430
C -0.8914 -2.3722 2.1063 0.062 0.100 -0.210 -0.081
C -1.9051 -3.2730 2.4246 -0.252 -0.003 0.112 -0.049
C -3.2493 -2.8835 2.3486 0.103 0.078 0.050 -0.041
C -3.5777 -1.5796 1.9569 0.004 0.091 0.032 -0.052
C -2.5685 -0.6813 1.6088 0.219 -0.344 -0.389 -0.155
H -0.7111 4.5376 4.7190 0.018 -0.351 -0.379 0.124
H 0.5545 4.8288 2.5749 -0.180 -0.179 0.031 0.115
H 0.7745 2.9499 0.9676 -0.059 0.103 0.280 0.101
H -1.3235 0.3794 3.7177 0.042 0.338 0.030 0.112
H -1.6880 2.2912 5.2395 0.163 0.041 -0.193 0.119
H 1.4928 -2.3372 0.4548 0.199 0.161 0.023 0.092
H 3.8336 -3.0169 0.7975 -0.021 0.261 0.133 0.116
H 5.3870 -1.5981 2.1571 -0.526 0.136 -0.012 0.124
H 4.4673 0.3872 3.3788 -0.251 -0.253 -0.245 0.122
H 2.0700 1.0228 3.1125 0.271 -0.124 -0.245 0.108
H 0.1575 -2.6502 2.2122 -0.390 -0.072 0.026 0.097
H -1.6364 -4.2786 2.7558 -0.155 0.333 -0.074 0.121
H -4.0454 -3.5865 2.6183 0.382 0.287 -0.134 0.124
H -4.6209 -1.2411 1.9255 0.476 -0.265 0.018 0.127
H -2.8310 0.3270 1.2736 0.059 -0.295 0.192 0.102

3.
11
Properties=species:S:1:pos:R:3:forces:R:3:lowdin_charge:R:1 method="wB97M-V/def2-TZVPD" homo_lumo_gap_ev="8.170 / 11.445" homo_ev="-7.38 / -11.88" spin_multiplicity=3 s2=2.01 total_charge=0 molar_mass_g_mol=93.08
C -0.0356 -0.6663 1.0398 1.296 -1.667 -1.001 -0.165
C 0.1064 0.7261 1.2997 -0.472 -0.866 2.592 -0.179
C -0.0155 0.2206 -2.2468 0.319 -0.734 -0.229 -0.044
N -0.1639 -1.7696 1.5464 0.357 -2.053 -1.081 0.096
F -0.6739 1.0383 2.4657 0.601 0.462 -0.068 -0.085
F -0.2889 1.5102 -2.0555 0.160 -0.116 -0.113 -0.040
H -0.3264 1.2720 0.5391 -0.548 1.486 -1.674 0.069
H 1.1725 0.9310 1.4769 -0.398 0.185 -0.056 0.135
H -0.8094 -0.4678 -2.4067 -1.006 0.084 0.133 0.043
H 0.9451 -0.1176 -2.5920 0.520 0.784 0.074 0.050
H 0.0896 -2.6768 0.9333 -0.829 2.437 1.424 0.120

4.
58
Properties=species:S:1:pos:R:3:forces:R:3:lowdin_charge:R:1 method="wB97M-V/def2-TZVPD" homo_lumo_gap_ev=5.456 homo_ev=-0.44 total_charge=-2 molar_mass_g_mol=560.17
Pd -1.1550 0.9414 -1.1388 0.033 0.086 0.590 0.333
F 5.4115 0.8378 -3.7966 -0.018 0.153 -0.169 0.076
C 4.0571 0.8053 -3.6499 -0.450 -0.731 0.099 -0.561
F 3.5469 1.2331 -4.8444 0.269 -0.553 0.459 0.095
F 3.7780 -0.5282 -3.5062 0.016 1.067 -0.356 0.082
C 3.5920 1.6608 -2.5102 -0.549 -0.280 -0.207 -0.146
C 4.5039 2.5624 -2.0095 -0.275 0.281 0.035 -0.060
C 4.1392 3.4425 -1.0005 -0.025 -0.025 -0.439 -0.108
C 2.8128 3.3886 -0.6100 -0.184 -0.719 0.012 -0.184
N 1.8831 2.5557 -1.0834 0.710 0.235 0.027 0.034
C 2.2176 1.6445 -2.0430 -0.227 0.154 0.071 -0.705
S 0.9728 0.5732 -2.5993 0.582 0.440 -0.149 0.558
H 5.4769 2.6503 -2.4555 0.345 -0.241 -0.017 0.101
H 4.8352 4.1841 -0.6247 -0.121 -0.089 0.120 0.078
H 2.5131 4.0251 0.2016 -0.462 0.385 0.243 0.087
C -4.4017 0.1102 -0.0926 1.512 -0.907 -0.094 -0.126
N -3.7595 1.1817 0.5797 0.291 0.412 0.983 -0.221
C -3.6038 1.0764 2.0307 -0.141 0.084 -0.493 -0.198
C -2.8079 2.3280 2.3419 0.653 0.139 -0.841 -0.210
N -1.9192 2.3268 1.1829 0.174 0.127 0.280 -0.070
C -2.5547 1.7707 0.0229 -0.410 0.588 -0.138 -0.983
S -2.7428 2.8785 -1.3898 0.507 -0.717 -0.044 0.300
H -5.4531 0.0447 0.1016 -0.785 0.143 0.197 0.060
H -3.9247 -0.8549 0.2015 -0.317 0.088 -0.203 0.073
H -4.2085 0.2396 -1.1492 -0.181 -0.002 -0.346 0.059
H -3.1044 0.1518 2.3662 0.265 0.066 -0.165 0.102
H -4.5662 1.0812 2.5136 -0.675 0.053 0.216 0.095
H -2.1981 2.2776 3.2360 -0.013 -0.177 0.428 0.085
H -3.4491 3.2245 2.4105 -0.118 -0.159 -0.107 0.102
H -1.3901 3.1623 0.9671 -0.242 -0.121 0.073 0.087
C -1.9876 -2.6915 -2.0246 -1.372 0.592 0.243 -0.207
Si -0.9134 -2.4755 -0.5088 0.340 0.524 0.539 0.331
C -1.5764 -3.7238 0.7716 -0.631 -0.475 -0.676 -0.197
C 0.8181 -3.0284 -1.0169 -0.383 -0.087 -1.023 -0.197
C -0.7981 -0.8068 0.2378 -0.609 0.178 -0.548 -0.445
Si 0.6197 -0.6552 1.3522 0.202 -0.098 0.244 0.340
C 0.3925 0.6101 2.7060 -0.780 -0.232 0.134 -0.198
C 2.2979 -0.3260 0.5685 -0.177 -1.268 0.872 -0.177
C 0.9413 -2.1734 2.4706 0.049 -0.121 0.406 -0.220
H -2.0579 -3.7384 -2.3052 0.070 -0.273 -0.184 0.003
H -1.6150 -2.0958 -2.8576 0.040 -0.002 -0.060 0.018
H -3.0405 -2.3377 -1.8098 0.998 -0.271 -0.205 0.031
H -2.0869 -4.5349 0.2001 0.455 0.110 0.524 0.015
H -2.3330 -3.3012 1.4302 -0.135 0.267 0.001 0.010
H -0.7924 -4.1036 1.4202 0.094 -0.283 -0.083 -0.006
H 0.7862 -3.9013 -1.7178 0.180 0.577 0.565 0.032
H 1.4359 -3.2355 -0.1524 0.266 -0.162 0.040 0.000
H 1.2240 -2.1467 -1.5515 0.015 -0.538 0.062 -0.007
H -1.7049 -0.6458 0.8387 0.123 -0.163 0.139 -0.035
H 0.5737 1.6018 2.3278 0.001 0.513 -0.006 0.009
H 1.0746 0.3564 3.5180 -0.020 0.160 0.194 0.014
H -0.6680 0.5330 3.0299 0.641 0.182 0.078 0.017
H 2.4380 0.7200 0.5721 0.213 1.235 -0.452 -0.010
H 2.2670 -0.7529 -0.4189 0.406 0.163 -0.467 -0.019
H 3.1191 -0.7591 1.1617 -0.206 -0.091 -0.167 0.031
H 0.1152 -2.3154 3.2075 0.592 0.065 -0.358 0.031
H 1.9012 -1.9462 2.9875 -0.580 -0.262 -0.021 0.017
H 1.0680 -3.1018 1.9104 0.041 -0.022 0.145 -0.016